Record 1
Entry from the Open Molecules 2025 dataset: a structure of composition H8O4 (ωB97M-V/def2-TZVPD).

```
! RIJCOSX wB97M-V def2-TZVPD def2/J DEFGRID3
* xyz 0 1
H -1.19 -2.50 1.85
H -0.47 -1.20 -0.19
H 0.68 -0.35 1.07
H 1.57 0.92 1.60
H 0.81 1.14 -0.40
H 1.19 1.42 -1.89
H -0.45 0.28 -1.42
H -1.98 0.27 -0.36
O -0.94 -1.33 1.13
O 1.43 0.27 0.86
O 0.54 1.45 -1.22
O -1.18 -0.37 -1.04
*
```

Summary:
**Energy relative to the best compared isomer or geometry (same formula, charge and spin)**: 570.45 kJ/mol
**LUMO energy**: 0.008 Ha

***

Record 2
Entry from the Open Molecules 2025 dataset: a cluster of 4 separate species, H8O4 in total (ωB97M-V/def2-TZVPD).

```
! RIJCOSX wB97M-V def2-TZVPD def2/J DEFGRID3
* xyz 0 1
O 26.43 9.98 -6.09
H 26.88 9.13 -6.06
H 27.13 10.63 -6.27
O 23.82 9.72 -4.78
H 24.72 9.63 -5.15
H 23.46 10.51 -5.19
O 21.47 11.41 -2.96
H 20.56 11.59 -3.24
H 21.66 10.53 -3.30
O 24.29 7.45 -3.05
H 23.97 8.20 -3.59
H 23.49 7.01 -2.74
*
```

Summary:
**Energy relative to the best compared isomer or geometry (same formula, charge and spin)**: 73.28 kJ/mol
**LUMO energy**: 0.018 Ha

***

Record 3
Entry from the Open Molecules 2025 dataset: a cluster of 4 separate species, H8O4 in total (ωB97M-V/def2-TZVPD).

```
! RIJCOSX wB97M-V def2-TZVPD def2/J DEFGRID3
* xyz 0 1
O -2.21 0.25 -1.27
H -1.65 -0.54 -1.28
H -1.81 0.84 -0.61
O -0.54 -1.64 1.63
H 0.04 -1.27 2.29
H -0.33 -1.19 0.77
O 2.08 -0.89 1.83
H 1.71 -1.13 0.99
H 3.01 -0.72 1.75
O 0.10 2.07 -1.71
H -0.46 1.40 -2.08
H 0.07 2.82 -2.31
*
```

Summary:
**Energy relative to the best compared isomer or geometry (same formula, charge and spin)**: 111.71 kJ/mol
**LUMO energy**: 0.010 Ha

***

Record 4
Entry from the Open Molecules 2025 dataset: a cluster of 4 separate species, H8O4 in total (ωB97M-V/def2-TZVPD).

```
! RIJCOSX wB97M-V def2-TZVPD def2/J DEFGRID3
* xyz 0 1
O -0.33 0.56 2.21
H -0.21 0.92 1.33
H -0.50 -0.36 1.96
O 0.15 0.77 -0.49
H 0.66 1.28 -1.08
H 0.73 0.08 -0.20
O 1.67 -1.40 0.67
H 1.82 -1.89 1.45
H 1.94 -1.82 -0.14
O -2.32 0.75 -1.78
H -2.12 0.45 -2.65
H -1.51 0.65 -1.30
*
```

Summary:
**Energy relative to the best compared isomer or geometry (same formula, charge and spin)**: 89.22 kJ/mol
**LUMO energy**: 0.006 Ha

***

Record 5
Entry from the Open Molecules 2025 dataset: a cluster of 4 separate species, H8O4 in total (ωB97M-V/def2-TZVPD).

```
! RIJCOSX wB97M-V def2-TZVPD def2/J DEFGRID3
* xyz 0 1
O -0.42 -2.40 0.10
H 0.11 -3.22 0.01
H 0.30 -1.70 -0.12
O -0.57 2.69 1.03
H -1.52 2.74 1.09
H -0.28 3.43 0.49
O -1.30 0.37 -0.21
H -0.79 0.42 0.58
H -1.45 -0.55 -0.38
O 1.98 -0.71 -0.50
H 1.47 0.03 -0.82
H 2.47 -1.09 -1.26
*
```

Summary:
**Energy relative to the best compared isomer or geometry (same formula, charge and spin)**: 84.48 kJ/mol
**LUMO energy**: 0.022 Ha

***

Record 6
Entry from the Open Molecules 2025 dataset: a cluster of 4 separate species, H8O4 in total (ωB97M-V/def2-TZVPD).

```
! RIJCOSX wB97M-V def2-TZVPD def2/J DEFGRID3
* xyz 0 1
O -2.71 -2.12 -2.50
H -3.06 -2.91 -2.09
H -2.30 -1.64 -1.79
O 1.87 1.80 3.04
H 1.93 1.11 3.69
H 1.44 2.53 3.50
O 1.93 -0.88 -1.80
H 2.57 -0.23 -2.08
H 1.18 -0.36 -1.52
O -0.93 0.60 0.26
H -1.47 1.39 0.19
H -0.45 0.71 1.08
*
```

Summary:
**Energy relative to the best compared isomer or geometry (same formula, charge and spin)**: 99.23 kJ/mol
**LUMO energy**: 0.016 Ha

***

Record 7
Entry from the Open Molecules 2025 dataset: a cluster of 4 separate species, H8O4 in total (ωB97M-V/def2-TZVPD).

```
! RIJCOSX wB97M-V def2-TZVPD def2/J DEFGRID3
* xyz 0 1
O 0.34 1.95 -1.62
H 0.24 1.88 -0.65
H 1.12 2.53 -1.77
O 1.98 -3.25 1.05
H 2.27 -2.35 0.94
H 2.71 -3.63 1.69
O -1.76 3.07 0.06
H -1.74 3.90 -0.42
H -1.26 2.53 -0.56
O -0.67 -1.87 0.47
H -0.57 -2.38 1.28
H -1.56 -1.87 0.14
*
```

Summary:
**Energy relative to the best compared isomer or geometry (same formula, charge and spin)**: 131.20 kJ/mol
**LUMO energy**: 0.024 Ha

***

Record 8
Entry from the Open Molecules 2025 dataset: a cluster of 4 separate species, H8O4 in total (ωB97M-V/def2-TZVPD).

```
! RIJCOSX wB97M-V def2-TZVPD def2/J DEFGRID3
* xyz 0 1
O 2.35 -1.04 -1.26
H 1.95 -1.84 -1.52
H 1.65 -0.42 -1.20
O -0.08 0.48 -1.49
H -0.16 1.21 -0.91
H -0.83 -0.10 -1.32
O -1.41 -1.70 1.24
H -1.83 -0.84 1.30
H -0.47 -1.41 1.29
O -0.33 2.14 0.99
H 0.08 1.26 1.10
H -0.91 2.25 1.77
*
```

Summary:
**Energy relative to the best compared isomer or geometry (same formula, charge and spin)**: 99.08 kJ/mol
**LUMO energy**: -0.002 Ha

***

Record 9
Entry from the Open Molecules 2025 dataset: a cluster of 4 separate species, H8O4 in total (ωB97M-V/def2-TZVPD).

```
! RIJCOSX wB97M-V def2-TZVPD def2/J DEFGRID3
* xyz 1 2
O -0.30 -0.31 -0.42
H 0.55 -0.57 -0.76
H -0.28 0.65 -0.41
O 2.89 -1.08 -2.15
H 2.84 -1.58 -2.96
H 3.50 -1.58 -1.60
O -2.04 3.06 0.83
H -1.22 2.80 1.27
H -2.72 2.87 1.47
O -1.35 -1.69 1.59
H -1.01 -1.24 0.82
H -0.86 -1.32 2.33
*
```

Summary:
**Expectation value of S²**: 0.75
**Energy relative to the best compared isomer or geometry (same formula, charge and spin)**: 101.26 kJ/mol
**LUMO energy (alpha / beta)**: -0.161 / -0.440 Ha

***

Record 10
Entry from the Open Molecules 2025 dataset: the molecule H8SSi3 (ωB97M-V/def2-TZVPD).

```
! RIJCOSX wB97M-V def2-TZVPD def2/J DEFGRID3
* xyz 0 1
Si -1.30 2.08 -1.26
Si -0.05 0.70 0.10
S 1.12 -0.73 -0.81
Si 1.56 -2.32 0.84
H -1.01 2.98 -2.43
H -2.25 1.00 -1.86
H -1.90 2.92 -0.19
H 0.36 1.06 1.48
H -1.22 -0.18 0.38
H 0.60 -3.39 0.74
H 1.16 -1.51 2.19
H 2.94 -2.63 0.81
*
```

Summary:
**Energy relative to the best compared isomer or geometry (same formula, charge and spin)**: 13.88 kJ/mol
**LUMO energy**: 0.014 Ha